Entry 1:
# C17H23N2PPdS2

A structure of composition C17H23N2PPdS2 (ωB97M-V/def2-TZVPD, OMol25).

Structure (ORCA input):
```
! wB97M-V def2-TZVPD RIJCOSX def2/J DEFGRID3
* xyz 0 1
Pd -0.991 0.817 0.379
C -3.311 4.630 -0.927
C -2.276 3.555 -0.694
S -2.869 2.105 0.113
C -1.003 3.645 -1.092
C -0.424 4.813 -1.840
S 0.178 2.377 -0.747
H -4.282 4.316 -0.546
H -3.432 4.845 -1.991
H -3.041 5.561 -0.424
H -1.198 5.518 -2.145
H 0.098 4.472 -2.737
H 0.303 5.354 -1.228
N -0.881 0.881 3.308
N -1.811 0.317 2.361
H -1.394 1.236 4.109
H -0.453 1.674 2.842
H -2.654 0.884 2.306
H -2.034 -0.619 2.674
C 2.484 0.199 0.410
P 0.841 -0.549 0.200
C 0.882 -1.314 -1.451
C -0.327 -1.709 -2.018
C -0.359 -2.305 -3.270
C 0.819 -2.495 -3.976
C 2.027 -2.090 -3.427
C 2.060 -1.505 -2.170
C 0.900 -1.977 1.333
C 0.860 -3.298 0.895
C 0.905 -4.341 1.813
C 0.993 -4.076 3.169
C 1.030 -2.760 3.615
C 0.978 -1.716 2.704
H 3.273 -0.539 0.267
H 2.548 0.591 1.425
H 2.605 1.031 -0.283
H -1.250 -1.534 -1.479
H -1.306 -2.605 -3.700
H 0.794 -2.948 -4.959
H 2.948 -2.227 -3.980
H 3.013 -1.196 -1.760
H 0.798 -3.520 -0.162
H 0.873 -5.365 1.461
H 1.032 -4.890 3.882
H 1.093 -2.544 4.674
H 0.966 -0.694 3.065
*
```

Properties
ΔE to the lowest compared entry with this formula, charge and spin = 0.00 kcal/mol
highest occupied orbital energy = -6.563 eV
frontier orbital gap = 0.2467 hartree
LUMO level = 0.151 eV

=====

Entry 2:
# C14H12FN2

The ion C14H12FN2 with charge +1 in a non-equilibrium geometry (ωB97M-V/def2-TZVPD, OMol25).

Structure (ORCA input):
```
! wB97M-V def2-TZVPD RIJCOSX def2/J DEFGRID3
* xyz 1 1
N 1.753 -1.338 -3.474
N 0.890 -1.306 -2.747
C -0.249 -0.396 -1.908
C -0.163 -0.741 -0.460
C -1.383 -0.124 0.237
C -2.561 -0.888 0.222
C -3.784 -0.337 0.597
C -3.864 1.013 0.970
C -2.690 1.780 0.994
C -1.453 1.216 0.636
C 1.230 -0.386 0.058
C 2.066 -1.398 0.555
C 3.360 -1.108 0.998
C 3.833 0.211 0.998
C 2.995 1.188 0.464
F 3.445 2.486 0.442
C 1.724 0.914 -0.051
H -0.006 0.650 -2.165
H -1.191 -0.701 -2.381
H -0.291 -1.830 -0.358
H -2.511 -1.928 -0.113
H -4.686 -0.948 0.567
H -4.835 1.470 1.198
H -2.744 2.836 1.268
H -0.555 1.834 0.652
H 1.695 -2.431 0.571
H 4.009 -1.919 1.335
H 4.822 0.459 1.392
H 1.144 1.720 -0.496
*
```

Properties
highest occupied orbital energy = -12.665 eV
frontier orbital gap = 0.2374 hartree
LUMO level = -6.206 eV
structure (SMILES) = N#[N+]C[C@H](c1ccccc1)c1cccc(F)c1

=====

Entry 3:
# C3H4F2O

The molecule C3H4F2O in a non-equilibrium geometry (ωB97M-V/def2-TZVPD, OMol25).

Structure (ORCA input):
```
! wB97M-V def2-TZVPD RIJCOSX def2/J DEFGRID3
* xyz 0 1
O -1.607 0.489 0.175
C -0.335 0.685 0.810
C 0.768 -0.216 0.234
C 0.517 -0.969 -0.830
F 1.547 -1.587 -1.381
F -0.610 -1.062 -1.446
H -1.408 0.375 -0.769
H -0.715 0.526 1.850
H 0.071 1.699 0.774
H 1.770 0.060 0.583
*
```

Properties
ΔE to the lowest compared entry with this formula, charge and spin = 33.53 kcal/mol
highest occupied orbital energy = -9.691 eV
frontier orbital gap = 0.3868 hartree
LUMO level = 0.834 eV
structure (SMILES) = OCC=C(F)F

=====

Entry 4:
# C17H36Cl22NO6PSSi2

A structure of composition C17H36Cl22NO6PSSi2 in a non-equilibrium geometry (ωB97M-V/def2-TZVPD, OMol25).

Structure (ORCA input):
```
! wB97M-V def2-TZVPD RIJCOSX def2/J DEFGRID3
* xyz 0 1
C 3.299 -1.243 -0.600
C 4.588 -0.833 -1.234
O 5.667 -0.958 -0.711
O 4.428 -0.305 -2.468
C 5.277 0.805 -2.812
C 4.366 2.011 -3.008
C 4.075 2.705 -1.663
Si 5.276 4.079 -1.296
O 4.817 4.926 0.091
Si 3.896 4.287 1.258
O 3.223 5.581 2.170
C 1.940 5.554 2.173
N 0.791 5.438 2.163
P 5.075 2.954 2.606
O 5.808 3.844 3.700
O 3.961 2.163 3.454
S 6.138 1.782 1.509
H 2.471 -1.198 -1.298
H 3.406 -2.282 -0.305
H 3.118 -0.640 0.285
H 5.811 0.573 -3.730
H 6.001 0.977 -2.017
H 3.422 1.643 -3.401
H 4.833 2.693 -3.720
H 4.169 1.953 -0.873
H 3.057 3.090 -1.611
H 6.643 3.542 -1.168
H 5.285 5.045 -2.413
H 2.725 3.533 0.807
H 6.570 3.360 4.060
H 3.870 1.271 3.087
C -1.141 2.541 2.574
Cl -2.135 1.626 3.718
Cl 0.240 1.583 2.020
H -1.748 2.778 1.710
H -0.777 3.441 3.052
C -3.569 -0.877 1.005
Cl -2.519 -0.636 -0.402
Cl -5.291 -0.743 0.603
H -3.397 -1.875 1.387
H -3.334 -0.118 1.743
C 1.965 -5.439 -0.332
Cl 3.417 -5.031 -1.257
Cl 0.772 -4.135 -0.353
H 1.518 -6.322 -0.771
H 2.254 -5.622 0.695
C -7.018 -2.757 -1.990
Cl -7.714 -1.825 -3.319
Cl -6.122 -4.176 -2.563
H -6.329 -2.122 -1.446
H -7.821 -3.099 -1.350
C -4.066 2.507 -1.193
Cl -5.367 3.305 -2.080
Cl -4.164 2.814 0.550
H -4.142 1.439 -1.349
H -3.117 2.888 -1.551
C -3.398 -4.849 2.655
Cl -1.939 -4.360 1.779
Cl -4.668 -3.613 2.625
H -3.788 -5.740 2.181
H -3.135 -5.042 3.687
C -3.929 -4.261 -5.430
Cl -3.185 -5.793 -5.910
Cl -4.454 -3.305 -6.821
H -4.795 -4.476 -4.817
H -3.197 -3.686 -4.877
C -1.632 -7.137 6.035
Cl -3.253 -6.490 6.321
Cl -0.970 -6.596 4.487
H -0.979 -6.789 6.826
H -1.691 -8.218 6.024
C -11.024 -0.852 -1.074
Cl -11.624 0.807 -1.024
Cl -9.455 -1.021 -0.274
H -11.735 -1.491 -0.564
H -10.905 -1.146 -2.110
C 7.952 -1.130 -1.267
Cl 8.007 0.575 -0.808
Cl 9.520 -1.930 -1.078
H 7.228 -1.623 -0.632
H 7.656 -1.194 -2.306
C -0.944 8.534 0.979
Cl -0.036 8.601 -0.539
Cl -2.638 8.991 0.768
H -0.900 7.517 1.352
H -0.487 9.223 1.677
*
```

Properties
ΔE to the lowest compared entry with this formula, charge and spin = 0.00 kcal/mol
highest occupied orbital energy = -9.673 eV
frontier orbital gap = 0.3586 hartree
LUMO level = 0.085 eV

=====

Entry 5:
# C40H35F6OP2Tm

A structure of composition C40H35F6OP2Tm in a non-equilibrium geometry (ωB97M-V/def2-TZVPD, OMol25).

Structure (ORCA input):
```
! wB97M-V def2-TZVPD RIJCOSX def2/J DEFGRID3
* xyz 2 3
C -3.121 3.754 0.003
C -2.084 3.511 -0.940
C -2.358 3.620 -2.305
C -3.613 3.940 -2.792
C -4.612 4.226 -1.858
C -4.378 4.113 -0.484
P -0.508 2.879 -0.377
C 0.772 3.183 -1.641
C 0.956 2.320 -2.751
C 2.043 2.546 -3.591
C 2.861 3.654 -3.396
C 2.637 4.520 -2.324
C 1.593 4.312 -1.417
Tm 0.221 0.147 -0.419
P -2.303 -1.236 -0.286
C -3.173 -0.822 -1.819
C -4.464 -0.242 -1.752
C -5.043 0.237 -2.933
C -4.310 0.284 -4.133
C -2.991 -0.195 -4.164
C -2.435 -0.790 -3.023
C -1.996 -3.013 -0.101
C -1.289 -3.492 1.016
C -0.958 -4.847 1.086
C -1.336 -5.716 0.053
C -2.039 -5.238 -1.051
C -2.394 -3.889 -1.134
C -3.297 -0.762 1.185
C -2.819 0.155 2.159
C -3.622 0.543 3.237
C -4.884 -0.021 3.420
C -5.344 -0.982 2.506
C -4.548 -1.355 1.406
C -0.080 3.615 1.205
C -0.571 4.891 1.544
C -0.296 5.458 2.786
C 0.495 4.746 3.702
C 1.002 3.476 3.387
C 0.714 2.925 2.146
H -0.987 -2.811 1.821
H -0.391 -5.209 1.939
H -1.056 -6.775 0.108
H -2.315 -5.909 -1.867
H -2.949 -3.501 -1.990
H -5.006 -0.164 -0.793
H -6.076 0.559 -2.921
H -4.754 0.707 -5.041
H -2.406 -0.134 -5.092
H -1.414 -1.208 -3.072
H -1.782 0.524 2.103
H -3.255 1.280 3.956
H -5.506 0.269 4.273
H -6.321 -1.441 2.646
H -4.906 -2.105 0.708
H -1.203 5.436 0.846
H -0.695 6.444 3.057
H 0.730 5.173 4.681
H 1.608 2.904 4.107
H 1.092 1.929 1.908
H 0.222 1.503 -2.971
H 2.244 1.840 -4.401
H 3.676 3.843 -4.091
H 3.275 5.367 -2.161
H 1.391 4.987 -0.567
H -1.537 3.450 -3.020
H -3.797 3.960 -3.872
H -5.586 4.520 -2.243
H -5.191 4.315 0.226
H -2.935 3.771 1.067
H -1.164 1.121 -0.977
H -1.781 0.501 -0.496
C 2.599 -2.526 1.828
C 2.064 -1.501 0.808
O 0.788 -1.041 1.186
C 2.989 -0.277 0.681
F 4.250 -0.468 0.260
F 2.433 0.625 -0.269
F 3.015 0.492 1.809
C 2.107 -2.149 -0.614
F 3.280 -2.202 -1.243
F 1.444 -3.321 -0.681
F 1.287 -1.345 -1.620
H 2.693 -1.977 2.787
H 3.568 -2.908 1.480
H 1.824 -3.306 1.916
*
```

Properties
highest occupied orbital energy (spin up / spin down) = -13.296 / -13.285 eV
frontier orbital gap (spin up / spin down) = 0.2647 / 0.2660 hartree
LUMO level (spin up / spin down) = -6.095 / -6.048 eV

=====

Entry 6:
# C14H12Cl2N4O5

The molecule C14H12Cl2N4O5 in a non-equilibrium geometry (ωB97M-V/def2-TZVPD, OMol25).

Structure (ORCA input):
```
! wB97M-V def2-TZVPD RIJCOSX def2/J DEFGRID3
* xyz 0 1
C 0.825 2.976 -3.042
O 1.211 1.666 -3.386
C 1.406 0.755 -2.424
C 1.233 1.004 -1.062
C 1.473 0.022 -0.109
N 1.308 0.321 1.248
C 0.219 0.799 1.897
O 0.226 1.004 3.087
C -1.051 1.023 1.060
N -2.146 0.411 1.783
N -3.140 1.190 2.144
C -4.110 0.702 2.843
C -4.138 -0.658 3.251
Cl -5.448 -1.240 4.187
C -3.101 -1.468 2.879
Cl -3.009 -3.116 3.312
C -1.998 -0.934 2.095
O -1.020 -1.548 1.715
C 1.918 -1.256 -0.481
C 2.129 -2.314 0.553
C 2.099 -1.499 -1.826
C 1.848 -0.531 -2.794
N 2.052 -0.895 -4.169
O 1.575 -0.199 -5.037
O 2.693 -1.907 -4.378
H 0.754 3.510 -3.987
H -0.150 2.990 -2.545
H 1.571 3.461 -2.405
H 0.925 1.980 -0.724
H 2.017 -0.051 1.870
H -1.277 2.086 0.972
H -0.957 0.551 0.079
H -4.903 1.381 3.111
H 1.230 -2.414 1.161
H 2.344 -3.268 0.081
H 2.962 -2.062 1.209
H 2.430 -2.469 -2.167
*
```

Properties
highest occupied orbital energy = -9.031 eV
frontier orbital gap = 0.3166 hartree
LUMO level = -0.415 eV
structure (SMILES) = COc1cc(NC(=O)Cn2ncc(Cl)c(Cl)c2=O)c(C)cc1[N+](=O)[O-]

=====

| no. | calculated total energy (Ha) |
| --- | --- |
| 1 | -2036.73428 |
| 2 | -749.75094 |
| 3 | -391.61935 |
| 4 | -12618.45198 |
| 5 | -3987.04224 |
| 6 | -2056.20964 |